No. 1
The following is a DFT calculation (ωB97M-V with the def2-TZVPD basis set) of one molecule with the formula C3H4N2O in a non-equilibrium geometry.

## Properties
relative energy (zero: lowest compared OMol25 entry of this formula, charge and spin) = 6.3 kcal per mole
net charge = 0
structure (SMILES) = O=c1[nH]cc[nH]1
frontier orbital gap = 9.08 eV

Geometry as XYZ:
```
10
Properties=species:S:1:pos:R:3:lowdin_charge:R:1
O 2.392 0.223 -0.202 0.04
C 1.186 0.100 -0.080 -0.54
N 0.394 -1.027 -0.095 0.08
C -0.948 -0.795 0.015 -0.11
C -1.065 0.546 0.019 -0.11
N 0.210 1.092 -0.019 0.11
H 1.016 -1.775 0.266 0.18
H -1.676 -1.579 0.068 0.11
H -1.953 1.148 0.069 0.11
H 0.443 2.067 -0.041 0.15
```

***

No. 2
The following is a DFT calculation (ωB97M-V with the def2-TZVPD basis set) of one molecule with the formula C4H9NO.

## Properties
relative energy (zero: lowest compared OMol25 entry of this formula, charge and spin) = 70.2 kcal per mole
net charge = 0
structure (SMILES) = C=C(C)N(C)O
frontier orbital gap = 9.12 eV

Geometry as XYZ:
```
15
Properties=species:S:1:pos:R:3:lowdin_charge:R:1
C -1.717 -0.833 -0.135 -0.07
C 1.462 1.198 -0.160 -0.04
N -0.747 0.209 -0.353 -0.22
C 0.601 -0.030 -0.097 -0.39
C 1.106 -1.244 0.111 0.04
O -1.224 1.467 0.053 -0.03
H -1.258 1.506 1.025 0.11
H -1.738 -1.189 0.905 0.09
H -1.490 -1.666 -0.796 0.09
H -2.695 -0.434 -0.400 0.09
H 1.156 1.820 -0.998 0.08
H 2.505 0.921 -0.274 0.08
H 1.360 1.790 0.750 0.08
H 0.510 -2.135 0.170 0.04
H 2.169 -1.378 0.199 0.05
```

***

No. 3
The following is a DFT calculation (ωB97M-V with the def2-TZVPD basis set) of C6F18LiN3O12S6 as an isolated structure in a non-equilibrium geometry.

## Properties
relative energy (zero: lowest compared OMol25 entry of this formula, charge and spin) = 0.0 kcal per mole
net charge = -2
frontier orbital gap = 9.69 eV

Geometry as XYZ:
```
46
Properties=species:S:1:pos:R:3:lowdin_charge:R:1
Li -0.990 -0.308 -0.452 0.62
C -0.708 -2.512 2.027 -0.67
F -0.933 -2.710 3.306 0.16
F -0.147 -1.335 1.818 0.12
F 0.155 -3.452 1.595 0.12
S -2.294 -2.675 1.049 0.61
O -2.001 -3.525 -0.056 -0.27
O -3.233 -3.152 2.015 -0.28
N -2.477 -1.086 0.530 -0.37
S -4.082 -0.902 0.541 0.57
O -4.772 -1.892 -0.236 -0.28
O -4.618 -0.556 1.823 -0.28
C -4.306 0.597 -0.509 -0.67
F -3.747 0.423 -1.699 0.14
F -5.620 0.826 -0.674 0.13
F -3.777 1.683 0.075 0.12
C 3.416 3.275 3.711 -0.67
F 3.161 4.546 3.376 0.11
F 4.569 2.938 3.124 0.12
F 3.565 3.197 5.023 0.13
S 1.972 2.215 3.145 0.58
O 1.284 1.850 4.338 -0.29
O 1.249 3.021 2.208 -0.29
N 2.734 0.895 2.570 -0.29
S 2.567 0.856 0.992 0.57
O 1.230 0.522 0.559 -0.33
O 3.217 1.929 0.277 -0.29
C 3.577 -0.636 0.616 -0.67
F 3.729 -0.739 -0.706 0.13
F 4.790 -0.575 1.179 0.12
F 2.971 -1.748 1.054 0.12
C 1.038 -2.445 -2.583 -0.67
F 1.168 -3.501 -3.369 0.15
F 0.998 -2.818 -1.309 0.14
F 2.117 -1.667 -2.775 0.12
S -0.479 -1.517 -3.117 0.58
O -0.273 -1.463 -4.524 -0.27
O -1.612 -2.260 -2.670 -0.27
N -0.333 -0.103 -2.279 -0.37
S -0.301 1.096 -3.368 0.58
O 1.000 1.266 -3.937 -0.27
O -1.392 1.091 -4.301 -0.28
C -0.555 2.557 -2.284 -0.67
F -0.206 3.646 -2.981 0.13
F -1.843 2.660 -1.944 0.13
F 0.190 2.492 -1.179 0.14
```

***

No. 4
The following is a DFT calculation (ωB97M-V with the def2-TZVPD basis set) of a 3-piece molecular cluster, C5H16NO2 overall in a non-equilibrium geometry.

## Properties
relative energy (zero: lowest compared OMol25 entry of this formula, charge and spin) = 178.1 kcal per mole
net charge = +1
frontier orbital gap = 3.76 eV

Geometry as XYZ:
```
24
Properties=species:S:1:pos:R:3:lowdin_charge:R:1
C 1.821 -0.159 1.600 -0.18
C 1.682 -0.825 0.257 -0.14
C 0.283 -0.507 -0.378 -0.40
C 0.295 -0.697 -1.871 -0.04
C -0.787 -1.342 0.279 -0.04
N 1.272 1.165 1.527 0.25
H 2.888 -0.045 1.871 0.18
H 1.265 -0.715 2.361 0.16
H 2.525 -0.488 -0.353 0.13
H 1.736 -1.905 0.405 0.14
H 0.615 -1.719 -2.120 0.11
H -0.717 -0.667 -2.282 0.10
H -0.733 -2.356 -0.111 0.10
H -1.791 -0.950 0.103 0.10
H -0.742 -1.335 1.371 0.08
H 0.274 0.590 -0.188 0.14
H 1.658 1.702 0.689 0.04
H 1.408 1.762 2.353 0.16
H -5.323 0.727 -0.170 0.02
H -6.715 -0.066 -0.284 0.03
O -5.890 0.177 -0.708 -0.06
H 0.937 -0.027 -2.436 0.09
H 2.975 2.454 -0.802 0.06
O 2.214 1.855 -0.691 -0.03
```

***

No. 5
The following is a DFT calculation (ωB97M-V with the def2-TZVPD basis set) of C6H7NO2 as an isolated structure in a non-equilibrium geometry.

## Properties
relative energy (zero: lowest compared OMol25 entry of this formula, charge and spin) = 106.3 kcal per mole
net charge = 0
frontier orbital gap (alpha / beta) = 6.93 / 6.93 eV

Geometry as XYZ:
```
16
Properties=species:S:1:pos:R:3:lowdin_charge:R:1
C 0.375 0.149 -1.024 -0.09
C -0.553 2.085 0.184 -0.09
C 0.382 -0.880 -0.014 -0.25
C 0.063 -0.779 1.304 -0.25
C 0.102 1.442 -1.004 -0.09
C 0.366 -2.278 -0.510 -0.07
N -0.451 1.108 1.324 -0.06
O -1.059 1.385 2.314 0.09
O 0.053 -1.139 2.418 0.15
H 0.705 -0.159 -1.957 0.09
H -1.576 2.347 0.176 0.11
H 0.040 2.897 0.652 0.14
H 0.349 1.934 -1.893 0.08
H 0.512 -3.042 0.274 0.09
H 1.201 -2.515 -1.275 0.11
H -0.509 -2.554 -0.970 0.04
```

***

No. 6
The following is a DFT calculation (ωB97M-V with the def2-TZVPD basis set) of C20H40NOP3SSc as an isolated structure in a non-equilibrium geometry.

## Properties
relative energy (zero: lowest compared OMol25 entry of this formula, charge and spin) = 40.0 kcal per mole
net charge = +3
frontier orbital gap (alpha / beta) = 4.25 / 4.26 eV

Geometry as XYZ:
```
67
Properties=species:S:1:pos:R:3:lowdin_charge:R:1
Sc 0.171 -0.941 0.285 0.69
P 1.901 1.749 0.086 0.78
P 1.012 -0.337 2.744 0.76
P 0.184 0.607 -2.455 0.78
H -3.360 -2.494 2.783 0.08
C -3.338 -3.065 1.852 -0.05
C -2.238 -3.623 1.352 -0.08
H -1.274 -3.558 1.867 0.04
C 0.881 3.244 0.451 -0.25
C 3.222 1.986 1.352 -0.27
C 2.913 2.406 -1.309 -0.23
C -0.042 -1.535 3.626 -0.26
C 2.585 -0.536 3.657 -0.22
C 0.391 1.245 3.441 -0.24
C -1.076 -0.392 -3.333 -0.28
C 1.289 0.819 -3.924 -0.24
C -0.698 2.231 -2.504 -0.26
H -4.318 -3.355 1.406 0.10
H -2.426 -4.288 0.493 0.08
H 1.543 4.115 0.569 0.07
H 0.310 3.073 1.371 0.03
H 0.170 3.416 -0.364 0.02
H 3.688 2.970 1.192 0.08
H 3.985 1.206 1.218 0.04
H 2.829 1.937 2.372 0.01
H 2.819 3.502 -1.355 0.08
H 2.604 1.973 -2.265 -0.01
H 3.968 2.142 -1.150 0.06
H 0.193 -1.445 4.695 0.08
H 0.194 -2.551 3.282 0.05
H -1.112 -1.357 3.445 0.05
H 2.431 -0.315 4.724 0.08
H 3.366 0.123 3.261 0.03
H 2.934 -1.570 3.549 0.07
H 0.349 1.158 4.534 0.08
H -0.613 1.442 3.049 0.05
H 1.031 2.092 3.172 0.03
H -1.166 -0.044 -4.376 0.07
H -2.030 -0.280 -2.809 0.00
H -0.779 -1.450 -3.311 0.05
H 0.717 0.620 -4.839 0.06
H 2.100 0.086 -3.849 0.05
H 1.704 1.829 -3.990 0.05
H -1.420 2.241 -3.331 0.07
H 0.013 3.055 -2.640 0.06
H -1.239 2.382 -1.565 0.02
C -2.964 -0.792 0.111 -0.39
C -3.889 0.100 0.669 0.07
C -4.687 0.775 -0.233 0.02
C -4.796 0.299 -1.555 0.05
C -4.168 -0.897 -1.916 -0.03
C -3.311 -1.516 -1.040 0.02
O -1.771 -0.832 0.654 -0.19
H -0.719 0.802 0.368 0.14
H -3.705 0.385 1.693 0.15
H -5.189 1.720 0.045 0.15
H -5.317 0.872 -2.329 0.15
H -4.253 -1.285 -2.923 0.14
H -2.804 -2.431 -1.339 0.14
S 2.823 -3.628 -1.927 1.14
C 3.999 -2.396 -1.381 -0.26
C 3.398 -1.403 -0.683 -0.19
N 2.028 -1.622 -0.506 -0.21
C 1.564 -2.730 -1.144 -0.46
H 5.074 -2.437 -1.592 0.11
H 3.828 -0.476 -0.265 0.11
H 0.494 -3.021 -1.169 0.09
```